Computed, not measured: 2 unconnected molecules or ions with the total composition C27H60NO7P at a distorted geometry, with the ωB97M-V functional and the def2-TZVPD basis.

Output
Strongest force on any atom: 0.060 Eh/bohr
Energy above the lowest of the compared OMol25 structures with the same formula, charge and spin: 0.0 kcal/mol
Total charge: 0
SMILES: CCOP(=O)(CC[C@](CCCCCCCCCCOC)(OC)[C@H](CC)OC)OCC.COC[C@@H](C)N

Each atom is followed by the atoms it is bonded to, with distances in Å.
Cartesian coordinates (Å):
1 C -3.0279 0.3749 4.4433  C2 1.500, H31 1.066, H32 1.072, H33 1.075
2 C -2.2887 -0.7181 3.7301  C1 1.500, O3 1.430, H34 1.070, H35 1.077
3 O -2.3910 -0.7051 2.3038  C2 1.430, P4 1.580
4 P -1.9980 0.5901 1.4879  O3 1.580, O5 1.426, C6 1.793, O28 1.575
5 O -3.0341 1.5693 1.4947  P4 1.426
6 C -1.6839 -0.0614 -0.1527  P4 1.793, C7 1.547, H36 1.070, H37 1.075
7 C -0.7936 0.8109 -1.0694  C6 1.547, C8 1.544, H38 1.068, H39 1.072
8 C -1.4446 1.2108 -2.4109  C7 1.544, C9 1.513, O21 1.453, C23 1.517
9 C -1.0128 0.3106 -3.5471  C8 1.513, C10 1.531, H40 1.066, H41 1.066
10 C -1.3060 -1.1693 -3.2858  C9 1.531, C11 1.512, H42 1.073, H43 1.074
11 C -0.1376 -2.0672 -3.6244  C10 1.512, C12 1.523, H44 1.074, H45 1.073
12 C 1.0899 -2.0508 -2.7233  C11 1.523, C13 1.518, H46 1.074, H47 1.077
13 C 2.2082 -1.3320 -3.4557  C12 1.518, C14 1.515, H48 1.076, H49 1.071
14 C 3.4797 -0.9811 -2.7104  C13 1.515, C15 1.512, H50 1.077, H51 1.074
15 C 3.9929 0.3401 -3.2355  C14 1.512, C16 1.514, H52 1.076, H53 1.072
16 C 5.3272 0.8047 -2.6925  C15 1.514, C17 1.506, H54 1.071, H55 1.074
17 C 5.2334 1.8073 -1.5731  C16 1.506, C18 1.522, H56 1.073, H57 1.066
18 C 4.5118 3.0951 -1.9439  C17 1.522, O19 1.413, H58 1.077, H59 1.073
19 O 4.3226 3.2166 -3.3392  C18 1.413, C20 1.396
20 C 3.0988 3.7761 -3.7105  O19 1.396, H60 1.080, H61 1.070, H62 1.083
21 O -1.0837 2.6029 -2.6174  C8 1.453, C22 1.402
22 C -0.4112 2.9925 -3.7842  O21 1.402, H63 1.074, H64 1.075, H65 1.071
23 C -2.9558 1.1712 -2.2860  C8 1.517, C24 1.492, O26 1.399, H66 1.077
24 C -3.6808 1.6078 -3.5151  C23 1.492, C25 1.518, H67 1.070, H68 1.067
25 C -5.1796 1.3975 -3.3927  C24 1.518, H69 1.070, H70 1.073, H71 1.069
26 O -3.3715 1.7796 -1.0972  C23 1.399, C27 1.405
27 C -3.6855 3.1485 -1.0706  O26 1.405, H72 1.068, H73 1.078, H74 1.075
28 O -0.7021 1.2365 2.1069  P4 1.575, C29 1.437
29 C 0.3930 0.4565 2.6146  O28 1.437, C30 1.491, H75 1.064, H76 1.071
30 C 0.6121 -0.8804 1.9921  C29 1.491, H77 1.070, H78 1.068, H79 1.074
31 H -2.5784 1.3283 4.2820  C1 1.066
32 H -4.0513 0.3986 4.1249  C1 1.072
33 H -2.9945 0.1486 5.4942  C1 1.075
34 H -2.7133 -1.6505 4.0397  C2 1.070
35 H -1.2672 -0.7332 4.0714  C2 1.077
36 H -2.6519 -0.2969 -0.5429  C6 1.070
37 H -1.1938 -1.0036 0.0143  C6 1.075
38 H -0.4896 1.6982 -0.5577  C7 1.068
39 H 0.1179 0.2904 -1.2851  C7 1.072
40 H -1.4868 0.6025 -4.4566  C9 1.066
41 H 0.0327 0.3666 -3.7487  C9 1.066
42 H -2.0888 -1.4994 -3.9412  C10 1.073
43 H -1.6714 -1.3199 -2.2874  C10 1.074
44 H -0.5148 -3.0708 -3.6848  C11 1.074
45 H 0.2227 -1.8160 -4.6037  C11 1.073
46 H 1.4225 -3.0595 -2.5625  C12 1.074
47 H 0.9173 -1.6487 -1.7389  C12 1.077
48 H 1.8202 -0.4106 -3.8532  C13 1.076
49 H 2.4863 -1.9558 -4.2811  C13 1.071
50 H 3.3510 -0.9627 -1.6410  C14 1.077
51 H 4.2390 -1.7123 -2.9141  C14 1.074
52 H 4.0914 0.2370 -4.3020  C15 1.076
53 H 3.2583 1.0965 -3.0438  C15 1.072
54 H 5.8869 1.2660 -3.4806  C16 1.071
55 H 5.9190 -0.0245 -2.3539  C16 1.074
56 H 6.2361 2.0606 -1.2887  C17 1.073
57 H 4.7907 1.3426 -0.7220  C17 1.066
58 H 5.1049 3.9311 -1.6144  C18 1.077
59 H 3.5806 3.1815 -1.4179  C18 1.073
60 H 2.8249 4.6084 -3.0794  C20 1.080
61 H 3.1781 4.1318 -4.7167  C20 1.070
62 H 2.2999 3.0465 -3.6673  C20 1.083
63 H -0.9751 2.8072 -4.6794  C22 1.074
64 H 0.5701 2.5623 -3.8696  C22 1.075
65 H -0.2779 4.0534 -3.7175  C22 1.071
66 H -3.2158 0.1319 -2.1714  C23 1.077
67 H -3.4639 2.6240 -3.7709  C24 1.070
68 H -3.3524 1.0355 -4.3536  C24 1.067
69 H -5.5512 0.7662 -4.1728  C25 1.070
70 H -5.3998 0.9301 -2.4525  C25 1.073
71 H -5.7091 2.3266 -3.3874  C25 1.069
72 H -3.5547 3.4841 -0.0654  C27 1.068
73 H -4.7148 3.3219 -1.3395  C27 1.078
74 H -3.0596 3.7435 -1.7108  C27 1.075
75 H 1.2685 1.0403 2.4538  C29 1.064
76 H 0.3076 0.3626 3.6783  C29 1.071
77 H 1.5583 -1.2385 2.3409  C30 1.070
78 H 0.7096 -0.7933 0.9324  C30 1.068
79 H -0.1205 -1.6161 2.2663  C30 1.074
80 C -1.2170 -4.2859 6.7949  C81 1.525, H86 1.089, H87 1.088, H88 1.092
81 C -0.7155 -2.8518 6.9289  C80 1.525, C82 1.533, N85 1.464, H89 1.095
82 C 0.3201 -2.4587 5.8684  C81 1.533, O83 1.410, H90 1.095, H91 1.100
83 O 1.6194 -2.9627 6.0821  C82 1.410, C84 1.415
84 C 1.8402 -4.2907 5.6464  O83 1.415, H92 1.094, H93 1.093, H94 1.089
85 N -0.2244 -2.6471 8.2927  C81 1.464, H95 1.016, H96 1.016
86 H -0.4863 -5.0056 7.1621  C80 1.089
87 H -2.1231 -4.4192 7.3830  C80 1.088
88 H -1.4487 -4.5303 5.7565  C80 1.092
89 H -1.5754 -2.1897 6.7840  C81 1.095
90 H 0.4292 -1.3697 5.8947  C82 1.095
91 H -0.0284 -2.7231 4.8590  C82 1.100
92 H 1.2709 -4.5119 4.7384  C84 1.094
93 H 1.5864 -5.0199 6.4194  C84 1.093
94 H 2.9022 -4.3880 5.4259  C84 1.089
95 H 0.0034 -1.6665 8.4282  N85 1.016
96 H 0.6679 -3.1262 8.3776  N85 1.016

Mulliken atomic charge list, values in e, 8 entries: -1.36 0.36 -0.39 0.52 -0.72 -1.33 -2.03 3.73